{"formula": "C20H21FN4NbO8", "method": "ωB97M-V/def2-TZVPD", "lumo_ev": 0.56, "homo_energy_ev": -5.26, "total_charge": -1, "species": ["O", "C", "F", "N", "C", "O", "Nb", "H", "H", "H", "H", "H", "H", "C", "C", "C", "C", "C", "C", "N", "O", "O", "H", "H", "H", "H", "H", "C", "C", "C", "C", "C", "C", "N", "O", "O", "H", "H", "H", "H", "H", "C", "C", "C", "C", "C", "C", "N", "O", "O", "H", "H", "H", "H", "H"], "coordinates": [[-0.239, 1.037, -0.610], [0.587, 0.921, 0.302], [0.249, 1.492, 1.580], [1.887, 0.254, 0.238], [2.921, 1.054, -0.466], [2.689, 2.177, -1.004], [5.069, 0.167, -0.496], [1.826, -0.714, -0.100], [5.121, 0.481, 1.321], [4.373, -1.495, -0.268], [4.980, -0.129, -2.307], [5.833, 1.780, -0.848], [6.728, -0.554, -0.344], [11.690, 1.429, -3.369], [11.227, 0.811, -2.212], [9.987, 0.179, -2.207], [9.222, 0.169, -3.370], [9.676, 0.793, -4.530], [10.915, 1.424, -4.525], [7.928, -0.517, -3.376], [7.558, -1.034, -2.335], [7.296, -0.533, -4.424], [12.660, 1.917, -3.371], [11.834, 0.819, -1.313], [9.637, -0.299, -1.299], [9.083, 0.793, -5.438], [11.279, 1.911, -5.424], [-3.678, 1.353, 1.668], [-4.331, 0.939, 2.826], [-4.345, -0.407, 3.174], [-3.697, -1.331, 2.356], [-3.047, -0.924, 1.192], [-3.041, 0.424, 0.850], [-3.688, -2.747, 2.732], [-4.285, -3.071, 3.750], [-3.083, -3.525, 2.010], [-3.664, 2.405, 1.403], [-4.827, 1.667, 3.458], [-4.857, -0.717, 4.078], [-2.545, -1.638, 0.548], [-2.536, 0.752, -0.051], [-10.290, -1.929, 0.597], [-10.333, -1.795, 1.981], [-9.616, -0.781, 2.605], [-8.861, 0.098, 1.831], [-8.808, -0.035, 0.446], [-9.527, -1.054, -0.170], [-8.124, 1.183, 2.481], [-8.178, 1.258, 3.701], [-7.500, 1.954, 1.769], [-10.856, -2.719, 0.112], [-10.929, -2.481, 2.574], [-9.657, -0.687, 3.685], [-8.219, 0.642, -0.163], [-9.494, -1.165, -1.248]], "forces_ev_per_a": [[2.808, -0.354, 3.482], [-2.137, -0.027, -1.963], [1.141, -1.160, -2.499], [-1.940, 2.314, 0.095], [-0.476, 1.884, -1.029], [0.154, -3.715, 2.346], [0.658, 0.840, -0.417], [0.150, 0.645, 0.184], [-0.284, 0.223, 0.210], [-0.064, -0.677, -0.310], [-0.449, 0.200, -0.233], [0.593, 0.166, -0.479], [-0.346, -0.142, 0.988], [-0.012, -0.009, 0.007], [-0.099, 0.026, -0.279], [-0.003, -0.054, 0.093], [0.727, 0.445, 0.034], [0.010, 0.016, -0.083], [-0.042, -0.123, 0.251], [-0.804, -0.424, 0.128], [0.647, 0.057, -0.910], [0.375, 0.077, 0.321], [-0.109, -0.039, 0.003], [-0.115, -0.015, -0.073], [-0.192, 0.026, -0.227], [-0.088, -0.118, 0.249], [-0.083, -0.058, 0.077], [-0.017, -0.089, 0.017], [0.109, -0.122, -0.150], [-0.070, 0.005, 0.106], [0.021, 0.778, -0.214], [0.028, -0.036, -0.039], [-0.205, 0.003, 0.110], [0.031, -0.453, 0.096], [0.230, 0.104, -0.431], [-0.309, 0.319, 0.334], [0.008, -0.130, 0.024], [0.015, -0.125, -0.053], [0.139, -0.143, -0.153], [-0.101, -0.031, 0.218], [0.014, -0.085, 0.161], [0.016, 0.028, 0.010], [0.124, 0.146, -0.182], [-0.028, -0.005, 0.093], [-0.444, -0.639, -0.373], [0.048, 0.061, -0.089], [-0.053, -0.012, 0.269], [0.362, 0.457, 0.255], [0.018, -0.071, -0.522], [-0.293, -0.348, 0.295], [0.078, 0.081, 0.057], [0.096, 0.098, -0.028], [0.139, 0.155, -0.166], [-0.017, 0.002, 0.267], [0.039, 0.048, 0.126]]}

***

{"formula": "C20H21N3O10STi", "method": "ωB97M-V/def2-TZVPD", "e_above_lowest_kj_mol": 61.5, "spin_multiplicity": 2, "lumo_ev": [2.15, 2.15], "homo_energy_ev": [-4.67, -5.74], "total_charge": -1, "species": ["Ti", "O", "C", "C", "C", "N", "C", "C", "C", "O", "O", "C", "O", "O", "H", "H", "H", "C", "C", "C", "C", "C", "C", "C", "S", "O", "O", "N", "C", "C", "O", "O", "H", "H", "H", "H", "H", "H", "H", "H", "H", "C", "N", "C", "C", "C", "O", "H", "H", "H", "H", "H", "H", "H", "H", "H"], "coordinates": [[-0.212, 1.412, -0.200], [-1.112, -3.632, 3.257], [-0.810, -2.580, 2.449], [-0.952, -2.654, 1.064], [-0.622, -1.534, 0.328], [-0.156, -0.445, 0.915], [-0.089, -0.335, 2.236], [-0.408, -1.393, 3.060], [0.152, 1.099, 2.700], [0.173, 1.341, 3.893], [0.221, 1.941, 1.722], [-0.943, -1.325, -1.150], [-1.261, -2.281, -1.835], [-0.890, -0.084, -1.491], [-1.363, -4.384, 2.712], [-1.340, -3.530, 0.560], [-0.374, -1.288, 4.135], [4.700, -4.331, -2.093], [4.276, -2.914, -1.807], [3.461, -2.218, -2.694], [3.079, -0.911, -2.436], [3.513, -0.281, -1.279], [4.316, -0.963, -0.378], [4.695, -2.270, -0.647], [3.015, 1.401, -0.937], [3.105, 1.516, 0.498], [3.860, 2.247, -1.749], [1.501, 1.465, -1.399], [1.134, 2.149, -2.638], [-0.069, 3.090, -2.449], [-0.464, 3.732, -3.401], [-0.606, 3.096, -1.254], [4.077, -4.778, -2.868], [4.629, -4.953, -1.199], [5.736, -4.369, -2.437], [3.104, -2.712, -3.591], [2.419, -0.388, -3.116], [4.619, -0.467, 0.535], [5.316, -2.804, 0.065], [0.833, 1.431, -3.407], [1.955, 2.745, -3.037], [-5.424, 2.405, 1.920], [-4.404, 1.714, 1.150], [-4.805, 0.514, 0.428], [-3.122, 2.122, 1.081], [-2.692, 3.414, 1.712], [-2.298, 1.448, 0.458], [-6.281, 1.742, 2.018], [-5.757, 3.323, 1.430], [-5.076, 2.644, 2.923], [-5.763, 0.694, -0.061], [-4.907, -0.336, 1.108], [-4.056, 0.277, -0.321], [-3.466, 3.933, 2.267], [-2.336, 4.049, 0.898], [-1.831, 3.217, 2.350]], "forces_ev_per_a": [[-0.176, -0.045, -0.736], [0.012, 0.031, -0.007], [-0.008, -0.019, 0.050], [0.114, -0.006, 0.035], [-0.116, -0.017, 0.033], [-0.110, 0.388, -0.095], [-0.018, 0.006, -0.019], [0.070, -0.087, -0.071], [0.006, -0.041, 0.022], [0.030, 0.087, -0.003], [-0.043, -0.168, -0.119], [0.046, 0.011, -0.003], [-0.032, 0.004, -0.011], [0.163, 0.155, 0.372], [-0.011, -0.015, -0.016], [0.007, -0.002, -0.002], [0.013, 0.002, 0.000], [-0.003, 0.007, 0.002], [-0.003, -0.010, -0.016], [0.000, -0.003, 0.000], [0.005, -0.010, 0.021], [-0.043, -0.010, -0.017], [0.016, -0.014, -0.011], [0.001, 0.019, 0.015], [-0.093, -0.223, -0.025], [0.002, -0.010, 0.013], [0.022, 0.015, -0.023], [-0.341, 0.475, 0.430], [0.084, -0.016, 0.056], [0.101, -0.059, 0.073], [-0.059, 0.134, 0.045], [0.094, -0.452, 0.037], [-0.001, 0.000, 0.000], [0.001, 0.002, 0.000], [0.000, 0.002, -0.002], [-0.001, 0.002, 0.001], [-0.002, -0.005, 0.000], [-0.001, 0.000, 0.001], [-0.001, 0.000, -0.001], [-0.008, -0.009, -0.015], [0.028, -0.021, 0.015], [0.001, -0.012, 0.004], [-0.009, -0.017, 0.014], [0.000, 0.002, 0.014], [0.113, 0.233, -0.028], [-0.019, 0.019, -0.014], [0.147, -0.299, -0.004], [0.001, 0.002, 0.000], [0.003, 0.003, -0.004], [0.008, 0.002, 0.001], [0.001, 0.001, -0.006], [-0.005, 0.002, 0.001], [0.003, 0.003, -0.001], [-0.006, 0.002, -0.005], [0.014, -0.013, -0.011], [0.001, -0.023, 0.009]]}

***

{"formula": "C20H21N3O2S", "method": "ωB97M-V/def2-TZVPD", "e_above_lowest_kj_mol": 31.1, "smiles": "CC(=O)NCCn1c(SCc2ccc(C)cc2)nc2ccccc2c1=O", "lumo_ev": 0.62, "homo_energy_ev": -8.31, "species": ["C", "C", "O", "N", "C", "C", "N", "C", "S", "C", "C", "C", "C", "C", "C", "C", "C", "N", "C", "C", "C", "C", "C", "C", "C", "O", "H", "H", "H", "H", "H", "H", "H", "H", "H", "H", "H", "H", "H", "H", "H", "H", "H", "H", "H", "H", "H"], "coordinates": [[-6.324, -0.499, -0.657], [-4.816, -0.626, -0.639], [-4.227, -1.668, -0.459], [-4.175, 0.549, -0.864], [-2.741, 0.667, -0.831], [-2.270, 1.476, 0.388], [-0.825, 1.532, 0.435], [-0.088, 0.557, 1.048], [-0.971, -0.734, 1.835], [0.407, -1.864, 2.232], [1.135, -2.311, 1.005], [0.443, -2.812, -0.089], [1.124, -3.213, -1.224], [2.508, -3.127, -1.292], [3.253, -3.540, -2.526], [3.195, -2.630, -0.191], [2.519, -2.225, 0.943], [1.194, 0.518, 1.090], [1.900, 1.499, 0.455], [3.299, 1.455, 0.468], [4.020, 2.440, -0.165], [3.375, 3.487, -0.825], [2.000, 3.541, -0.852], [1.250, 2.551, -0.214], [-0.204, 2.586, -0.248], [-0.878, 3.428, -0.808], [-6.768, -1.478, -0.505], [-6.656, -0.097, -1.612], [-6.651, 0.170, 0.137], [-4.709, 1.395, -0.980], [-2.381, 1.155, -1.743], [-2.345, -0.350, -0.779], [-2.626, 2.507, 0.306], [-2.647, 1.025, 1.309], [-0.084, -2.698, 2.738], [1.069, -1.344, 2.922], [-0.635, -2.881, -0.055], [0.569, -3.598, -2.068], [2.614, -4.110, -3.195], [4.120, -4.144, -2.266], [3.609, -2.658, -3.060], [4.273, -2.557, -0.227], [3.066, -1.838, 1.790], [3.783, 0.638, 0.978], [5.100, 2.405, -0.154], [3.957, 4.252, -1.315], [1.473, 4.337, -1.356]], "forces_ev_per_a": [[0.073, -0.264, 0.057], [-0.457, 0.252, -0.104], [0.131, -0.402, 0.115], [0.181, 0.489, -0.001], [0.267, -0.008, 0.072], [-0.479, -0.073, -0.231], [0.109, 0.219, -0.144], [0.631, -0.290, 0.295], [-0.347, -0.296, 0.265], [-0.215, 0.456, -0.054], [0.084, -0.245, -0.139], [0.053, -0.002, 0.169], [0.089, -0.006, -0.037], [-0.033, -0.016, -0.010], [0.017, 0.066, -0.005], [-0.030, -0.037, 0.005], [-0.088, -0.160, -0.024], [-0.211, -0.238, 0.361], [-0.149, 0.615, -0.392], [0.014, 0.100, -0.061], [0.005, -0.116, 0.078], [-0.094, 0.144, -0.094], [-0.047, 0.007, 0.000], [0.438, -0.190, 0.095], [-0.045, 0.010, 0.040], [-0.027, 0.101, -0.106], [0.011, -0.007, 0.001], [-0.055, 0.060, -0.062], [-0.061, 0.075, 0.042], [-0.094, -0.150, -0.022], [0.029, -0.072, 0.101], [0.018, 0.159, -0.052], [0.032, -0.200, 0.126], [-0.016, 0.108, -0.082], [-0.022, 0.082, 0.050], [0.010, -0.128, 0.011], [-0.106, 0.003, -0.016], [-0.040, -0.057, -0.095], [0.006, -0.047, -0.077], [0.059, -0.056, -0.053], [0.046, -0.002, -0.096], [0.126, 0.005, -0.003], [0.046, 0.093, 0.090], [0.046, -0.101, 0.069], [0.085, -0.014, 0.008], [0.031, 0.064, -0.043], [-0.023, 0.070, -0.048]]}

***

{"formula": "C20H21N3O3", "method": "ωB97M-V/def2-TZVPD", "e_above_lowest_kj_mol": 172.9, "smiles": "N[C@@H](Cc1c[nH]c2ccccc12)C(=O)N[C@@H](Cc1ccccc1)C(=O)O", "lumo_ev": 0.53, "homo_energy_ev": -7.91, "species": ["N", "C", "C", "C", "C", "N", "C", "C", "C", "C", "C", "C", "C", "O", "N", "C", "C", "C", "C", "C", "C", "C", "C", "C", "O", "O", "H", "H", "H", "H", "H", "H", "H", "H", "H", "H", "H", "H", "H", "H", "H", "H", "H", "H", "H", "H", "H"], "coordinates": [[-1.064, -2.308, -0.107], [-0.380, -1.728, 1.085], [1.020, -2.271, 1.285], [2.012, -1.844, 0.232], [2.222, -2.474, -0.996], [3.174, -1.802, -1.669], [3.690, -0.834, -0.891], [4.648, 0.153, -1.171], [4.972, 1.122, -0.238], [4.282, 1.101, 0.988], [3.290, 0.191, 1.279], [2.983, -0.806, 0.288], [-0.407, -0.217, 1.006], [-0.316, 0.537, 1.979], [-0.452, 0.292, -0.265], [-1.049, 1.609, -0.564], [-2.460, 1.885, 0.084], [-3.440, 0.741, -0.116], [-3.884, 0.396, -1.399], [-4.772, -0.622, -1.575], [-5.200, -1.351, -0.468], [-4.804, -1.014, 0.799], [-3.888, 0.022, 1.012], [-0.112, 2.799, -0.282], [-0.431, 3.961, -0.309], [1.184, 2.421, -0.078], [-1.025, -3.321, -0.036], [-2.044, -2.072, 0.013], [-0.946, -2.024, 1.979], [1.338, -1.922, 2.274], [1.027, -3.372, 1.296], [1.720, -3.290, -1.535], [3.464, -2.067, -2.585], [5.216, 0.249, -2.099], [5.723, 1.879, -0.422], [4.481, 1.857, 1.736], [2.733, 0.096, 2.231], [-0.733, -0.466, -0.885], [-1.151, 1.634, -1.670], [-2.865, 2.802, -0.360], [-2.262, 2.000, 1.167], [-3.549, 1.060, -2.221], [-5.110, -0.855, -2.571], [-5.860, -2.203, -0.585], [-5.221, -1.524, 1.651], [-3.622, 0.327, 2.039], [1.237, 1.432, -0.023]], "forces_ev_per_a": [[0.275, 0.242, 0.566], [-1.082, -0.955, 0.037], [0.934, 0.097, -0.362], [-0.164, -1.472, -0.710], [-1.444, 0.015, 0.807], [0.498, -0.723, -0.945], [1.100, 1.930, -0.667], [1.234, 0.821, -0.468], [-0.968, -1.023, 0.247], [-0.515, 0.331, 0.945], [-0.333, -1.375, -0.607], [-0.308, 0.947, 1.912], [0.437, 1.898, 0.961], [-0.206, -1.253, -0.678], [-0.977, -0.207, -0.220], [-0.670, 0.342, -0.369], [0.738, -0.666, 0.120], [0.512, -0.057, 0.963], [0.787, 1.605, 0.254], [-0.189, -0.697, -0.064], [-0.420, -0.463, -0.583], [0.576, 0.487, 0.728], [-0.300, 0.411, -0.700], [1.279, -0.333, 0.231], [-0.060, -1.015, -0.011], [-0.788, -0.237, -0.078], [0.116, 0.068, -0.091], [-0.212, -0.044, -0.252], [0.080, 0.427, 0.064], [0.122, -0.140, -0.118], [-0.351, 0.288, 0.206], [0.101, 0.384, 0.724], [0.335, 0.086, -0.323], [-0.420, -0.582, -0.067], [-0.060, -0.091, -0.138], [0.194, 0.078, -0.001], [0.534, 0.634, -0.555], [0.246, 0.318, -0.399], [-0.023, -0.099, 0.538], [0.280, -0.056, 0.286], [-0.333, 0.267, -0.554], [-0.277, -0.705, 0.339], [-0.169, -0.177, -0.110], [-0.111, 0.136, -0.150], [-0.004, -0.246, 0.118], [0.047, -0.193, -0.732], [-0.044, 0.995, -0.095]]}